Below is a molecular structure, C39H47N7O4ReS2, with properties calculated with ωB97M-V/def2-TZVPD.

Calculated values
* 2S+1: 2
* energy relative to the best compared isomer or geometry (same formula, charge and spin): 0.0 kcal per mole
* M: 928.19 g mol⁻¹
* total energy: -83618.7441 eV
* Kohn-Sham gap (alpha / beta): 0.254 / 0.259 hartree
* expectation value of S²: 0.76
* total charge: +2

Last column: Löwdin charge in e.
Cartesian coordinates (Å):
Re  -0.504987  -0.378465  -0.186775  1.160
C  2.431672  3.004810  4.239272  -0.055
C  2.635694  2.913440  2.733949  -0.167
N  2.487847  1.534028  2.212878  -0.071
C  3.744231  0.820686  1.912929  -0.219
C  4.539536  0.485001  3.162763  -0.045
C  1.284487  1.034625  2.054764  -0.599
S  1.092162  -0.635136  1.458078  0.745
N  0.228524  1.758391  2.422778  0.148
C  -0.921071  1.823282  1.823215  -0.369
O  -1.147171  1.411799  0.603858  -0.263
C  -2.045292  2.488687  2.500281  -0.137
C  -3.353294  2.143273  2.160779  -0.017
C  -4.417304  2.765749  2.789898  -0.049
C  -4.177672  3.737654  3.752696  -0.046
C  -2.875680  4.077767  4.099246  -0.049
C  -1.808387  3.450057  3.481482  -0.008
H  2.500761  4.048930  4.543670  0.090
H  3.192230  2.446393  4.781113  0.071
H  1.451399  2.628855  4.524806  0.067
H  3.639261  3.231630  2.456041  0.128
H  1.925086  3.549086  2.208273  0.120
H  4.320287  1.458908  1.241500  0.113
H  3.501419  -0.084894  1.364944  0.062
H  4.881919  1.379979  3.680200  0.077
H  5.423292  -0.083291  2.874984  0.088
H  3.952610  -0.118499  3.855959  0.090
H  -3.537107  1.359371  1.436892  0.101
H  -5.431655  2.490036  2.533299  0.110
H  -5.009021  4.228811  4.240632  0.116
H  -2.695519  4.834052  4.850887  0.115
H  -0.790125  3.709016  3.738735  0.109
C  0.244735  -4.997288  -3.078177  -0.057
C  0.222281  -4.761843  -1.564409  -0.169
C  0.119233  -3.350889  -1.222420  -0.081
N  0.035885  -2.241216  -0.946500  0.023
H  0.331653  -6.064561  -3.267675  0.091
H  1.093748  -4.496971  -3.540755  0.072
H  -0.671799  -4.638155  -3.542404  0.089
H  1.118019  -5.150852  -1.076243  0.137
H  -0.637897  -5.245741  -1.091552  0.121
O  -3.866360  -1.732780  -0.607156  0.123
C  -2.983106  -2.070367  0.123840  -0.479
O  -2.050299  -1.134236  0.525322  -0.276
C  -2.741625  -3.433290  0.644898  -0.161
C  -1.793290  -3.686026  1.635503  -0.030
C  -1.600730  -4.982691  2.084266  -0.056
C  -2.344975  -6.023437  1.540422  -0.055
C  -3.290300  -5.771407  0.553184  -0.054
C  -3.495244  -4.475608  0.107825  -0.005
H  -1.228526  -2.870953  2.069567  0.102
H  -0.882117  -5.182546  2.867724  0.114
H  -2.196314  -7.034175  1.897097  0.116
H  -3.876528  -6.582734  0.143492  0.116
H  -4.238186  -4.255207  -0.647169  0.126
N  -3.930976  0.592699  -3.187439  0.165
C  -3.048240  0.765724  -2.214577  -0.736
S  -1.561175  -0.129863  -2.358960  0.725
N  -3.313705  1.571145  -1.205393  0.092
C  -4.607040  2.158320  -0.968416  -0.269
C  -5.666239  1.336068  -0.604888  -0.029
C  -6.900456  1.909513  -0.335360  -0.057
C  -7.061455  3.286736  -0.416383  -0.061
C  -5.991843  4.096832  -0.771487  -0.055
C  -4.755995  3.533178  -1.054856  -0.010
H  -3.744181  -0.066188  -3.923773  0.115
H  -4.825881  1.058641  -3.160827  0.129
H  -2.600623  1.676690  -0.484333  0.085
H  -5.512564  0.266012  -0.524513  0.113
H  -7.734108  1.280521  -0.053531  0.116
H  -8.024316  3.730006  -0.201542  0.115
H  -6.119591  5.168882  -0.833333  0.115
H  -3.913791  4.152754  -1.335422  0.121
C  6.576224  -1.850110  -1.116844  -0.060
C  6.447345  -0.984682  -2.360091  -0.178
N  5.088939  -0.449186  -2.535012  -0.046
C  4.288014  -0.963291  -3.642391  -0.191
C  3.818713  -2.393980  -3.424051  -0.066
C  4.741581  0.597376  -1.766816  -0.431
O  5.487925  1.139525  -0.964457  0.080
C  3.326032  1.116915  -1.828704  -0.104
C  3.079642  2.452134  -2.125940  0.051
C  1.788402  2.936216  -2.008052  0.004
C  0.796776  2.097791  -1.536509  -0.120
N  1.040706  0.823467  -1.200353  -0.148
C  2.280457  0.338760  -1.378267  -0.097
H  7.594732  -2.226881  -1.028786  0.086
H  5.900505  -2.705706  -1.157429  0.068
H  6.356051  -1.265889  -0.224009  0.067
H  6.682410  -1.555291  -3.258214  0.124
H  7.138656  -0.144189  -2.306632  0.128
H  4.894495  -0.907374  -4.549145  0.131
H  3.437331  -0.302022  -3.799636  0.115
H  4.662410  -3.070265  -3.286531  0.077
H  3.254948  -2.736955  -4.292208  0.080
H  3.180379  -2.468216  -2.539572  0.056
H  3.893945  3.094236  -2.436498  0.144
H  1.546580  3.959960  -2.254978  0.126
H  -0.217412  2.444431  -1.403182  0.105
H  2.439998  -0.695502  -1.103368  0.098

Cartesian forces, eV/Å:
0.100 -0.121 0.144
-0.004 0.003 0.000
0.004 0.002 0.000
0.010 0.002 0.006
-0.002 -0.003 0.000
0.003 0.000 0.000
-0.023 0.009 -0.009
0.001 0.009 -0.027
0.024 -0.013 0.027
-0.006 0.029 -0.036
-0.030 -0.019 -0.045
-0.003 -0.010 0.004
0.003 -0.006 0.019
0.004 -0.003 0.000
0.002 -0.001 0.001
0.000 0.000 -0.001
-0.001 0.000 -0.001
0.009 -0.001 0.000
-0.005 -0.007 0.000
-0.002 0.005 -0.001
-0.002 0.008 0.001
-0.003 -0.007 0.001
0.004 -0.002 -0.010
-0.002 0.001 -0.002
-0.002 -0.001 0.001
0.002 0.003 -0.001
0.001 -0.001 -0.001
0.009 0.008 0.042
-0.004 -0.002 -0.007
0.000 0.001 0.000
0.000 -0.001 0.001
0.000 0.000 0.001
-0.007 -0.003 0.005
-0.044 -0.001 -0.005
0.103 0.025 0.015
-0.044 0.041 0.024
-0.005 0.000 0.000
0.001 -0.002 0.002
0.002 0.004 0.000
0.004 0.005 -0.004
-0.007 -0.012 0.012
-0.084 0.010 0.032
0.196 -0.080 -0.149
-0.135 0.077 0.128
-0.023 0.022 0.035
-0.004 0.013 -0.002
0.010 -0.004 -0.015
0.005 0.000 -0.004
0.003 0.005 -0.009
-0.014 0.000 0.006
0.006 0.005 -0.003
0.000 0.001 -0.002
-0.002 0.001 0.002
0.001 0.001 -0.002
0.003 -0.002 0.000
0.025 0.040 0.018
-0.025 -0.046 0.031
-0.033 0.039 -0.184
0.029 0.011 0.018
-0.009 0.011 -0.015
0.004 -0.015 0.005
0.000 0.003 0.003
-0.001 0.007 0.003
-0.002 0.001 -0.004
-0.001 0.002 -0.010
-0.003 -0.007 0.013
0.005 0.008 -0.003
-0.008 -0.020 -0.023
0.000 0.005 -0.017
-0.001 -0.001 -0.002
-0.002 0.001 -0.001
0.000 0.000 0.000
0.001 -0.001 0.000
0.001 0.002 0.000
-0.003 0.000 0.000
0.011 0.005 -0.017
-0.005 0.000 0.009
-0.002 -0.004 -0.002
0.001 -0.002 0.013
-0.013 -0.011 0.011
-0.006 0.010 -0.001
-0.006 -0.002 -0.003
0.005 -0.002 0.001
-0.004 0.012 -0.001
-0.031 -0.018 -0.010
0.015 -0.016 -0.005
0.000 0.000 -0.001
0.000 -0.001 0.000
0.000 0.000 0.000
0.000 0.001 -0.001
-0.001 0.000 0.001
0.001 -0.002 0.001
0.001 0.000 -0.001
0.000 0.001 0.000
0.000 0.000 -0.001
-0.001 0.003 0.002
-0.003 0.003 -0.003
0.000 0.000 0.002
0.004 -0.007 0.004
0.004 0.005 -0.001